The following is a DFT calculation (ωB97M-V/def2-TZVPD) of C6H9N3O as an isolated structure.

```
19
Properties=species:S:1:pos:R:3
C -2.973 0.048 -0.838
C -2.180 0.880 0.940
C 0.762 1.728 -0.982
C 1.239 1.041 0.226
C 0.482 -1.562 0.195
C 0.011 -0.346 0.857
N -3.202 0.997 0.123
N -1.825 -0.567 -0.692
N -1.303 -0.020 0.400
O 0.689 2.270 0.332
H -3.585 -0.169 -1.609
H -1.925 1.716 1.569
H 1.472 2.392 -1.508
H -0.082 1.371 -1.593
H 2.348 1.143 0.679
H 0.639 -1.452 -0.923
H -0.381 -2.398 0.382
H 1.390 -2.055 0.658
H 0.224 -0.301 1.899
```

Spin multiplicity: 1
Lowest unoccupied orbital energy in eV: 0.914
Net charge: 0
ΔE to the lowest compared entry with this formula, charge and spin in kcal per mole: 97.8

---

The following is a DFT calculation (ωB97M-V/def2-TZVPD) of C24H32EuN4OPS2 as an isolated structure.

```
65
Properties=species:S:1:pos:R:3
Eu -0.158 1.354 0.274
N 2.258 1.558 -0.818
C 3.170 0.430 -0.960
C 4.542 0.642 -0.951
C 5.403 -0.436 -1.072
C 4.902 -1.728 -1.204
C 3.535 -1.935 -1.202
C 2.657 -0.855 -1.083
P 0.884 -1.099 -0.847
C 0.286 -2.296 -2.051
C 0.937 -2.481 -3.269
C 0.406 -3.353 -4.211
C -0.766 -4.042 -3.943
C -1.424 -3.857 -2.733
C -0.904 -2.981 -1.793
C 0.842 -1.877 0.801
C 0.551 -3.209 1.072
C 0.588 -3.675 2.382
C 0.922 -2.826 3.428
C 1.215 -1.491 3.173
C 1.156 -1.029 1.867
H 2.064 1.939 -1.744
H 2.709 2.321 -0.320
H 4.935 1.648 -0.858
H 6.471 -0.266 -1.066
H 5.578 -2.567 -1.293
H 3.145 -2.943 -1.275
H 1.854 -1.953 -3.491
H 0.916 -3.497 -5.155
H -1.169 -4.729 -4.675
H -2.336 -4.398 -2.520
H -1.421 -2.859 -0.847
H 0.312 -3.891 0.265
H 0.371 -4.716 2.582
H 0.967 -3.207 4.440
H 1.501 -0.830 3.983
H 1.442 0.008 1.683
N -0.776 1.678 2.757
C -2.235 1.891 2.959
C -3.037 0.605 2.849
C -3.294 0.102 1.441
N -2.048 -0.350 0.765
H -0.464 0.980 3.428
H -0.293 2.537 3.028
H -2.578 2.609 2.207
H -2.407 2.360 3.927
H -4.006 0.769 3.324
H -2.553 -0.181 3.443
H -3.727 0.899 0.832
H -4.020 -0.711 1.464
H -2.300 -0.699 -0.159
H -1.677 -1.163 1.256
C -2.293 4.798 -0.366
S -2.939 3.326 -1.103
C -2.853 3.788 -2.807
O -1.822 2.263 -0.955
H -1.297 4.986 -0.767
H -2.254 4.657 0.712
H -2.984 5.607 -0.605
H -3.494 4.659 -2.946
H -3.222 2.958 -3.404
H -1.815 4.021 -3.044
S 0.724 5.141 2.880
C 0.698 4.181 1.614
N 0.622 3.415 0.703
```

Spin multiplicity: 7
Lowest unoccupied orbital energy (spin up / spin down) in eV: -6.927 / -4.967
Net charge: +2

---

The following is a DFT calculation (ωB97M-V/def2-TZVPD) of C23H29CaCl2F6N6PS4 as an isolated structure.

```
72
Properties=species:S:1:pos:R:3
Ca -0.234 0.646 -0.368
Cl 1.992 2.577 2.235
C 3.231 1.561 1.485
Cl 2.616 -0.071 1.123
H 4.056 1.456 2.178
H 3.529 2.006 0.544
C 3.324 -5.097 0.451
C 3.406 -4.614 -0.991
S 2.871 -2.896 -1.243
C 1.355 -3.088 -2.206
C 0.097 -3.460 -1.422
S -0.206 -2.317 -0.051
C -0.157 -3.290 1.471
C 1.220 -3.793 1.890
S 1.648 -5.369 1.083
H 3.851 -4.421 1.125
H 3.817 -6.068 0.532
H 2.820 -5.261 -1.644
H 4.443 -4.668 -1.326
H 1.524 -3.827 -2.990
H 1.221 -2.123 -2.695
H 0.169 -4.458 -0.997
H -0.779 -3.417 -2.075
H -0.879 -4.103 1.389
H -0.547 -2.586 2.210
H 1.208 -3.966 2.967
H 1.989 -3.056 1.664
S -2.814 -1.164 -0.273
C -2.483 -1.213 -1.986
C -3.251 -1.974 -2.863
C -2.925 -1.962 -4.210
C -1.834 -1.219 -4.632
C -1.108 -0.502 -3.692
N -1.428 -0.484 -2.397
H -4.077 -2.557 -2.481
H -3.508 -2.534 -4.919
H -1.542 -1.193 -5.672
H -0.245 0.081 -3.980
N -4.302 3.875 -2.774
C -3.186 3.879 -2.008
C -2.621 2.686 -1.517
N -1.519 2.698 -0.788
C -0.960 3.882 -0.508
C -1.534 5.047 -0.981
N -2.633 5.056 -1.725
H -4.763 3.026 -3.036
H -4.659 4.754 -3.103
H -3.070 1.724 -1.739
H -0.050 3.891 0.075
H -1.090 6.009 -0.756
N -0.881 0.138 4.238
C -0.212 0.079 3.069
N -0.908 0.526 2.051
C -2.137 0.911 2.598
C -3.268 1.464 1.995
C -4.347 1.754 2.802
C -4.322 1.506 4.184
C -3.213 0.962 4.797
C -2.130 0.674 3.973
H -0.518 -0.124 5.139
H 0.802 -0.282 3.010
H -3.295 1.661 0.933
H -5.237 2.186 2.364
H -5.191 1.750 4.780
H -3.189 0.772 5.861
F 1.495 0.089 -1.879
P 2.023 1.605 -2.398
F 2.352 0.999 -3.816
F 2.424 3.078 -2.777
F 1.558 2.122 -0.853
F 0.472 1.879 -2.822
F 3.460 1.272 -1.813
```

Spin multiplicity: 2
Lowest unoccupied orbital energy (spin up / spin down) in eV: -2.177 / -4.829
Net charge: +1
ΔE to the lowest compared entry with this formula, charge and spin in kcal per mole: 0.0

---

Number 1: strongest force on any atom 4.8 eV/A, calculated total energy -12881.7039 eV. Number 2: strongest force on any atom 0.6 eV/A, calculated total energy -83692.7998 eV. Number 3: strongest force on any atom 0.2 eV/A, calculated total energy -145686.7073 eV.